[1]
The following is a DFT calculation (ωB97M-V with the def2-TZVPD basis set) of a molecular structure, C14H47ClIN7O4P4SSb in a non-equilibrium geometry.

Values from the calculation:
E_LUMO (Ha): -0.001
Net charge: -1
Strongest force on any atom (eV/A): 8.21
E (eV): -109042.91141
Relative energy (zero: lowest compared OMol25 entry of this formula, charge and spin) (eV): 3.388

Positions of all 80 atoms, in Å:
N1 -3.769 9.390 -0.814
C1 -4.736 9.101 0.302
C2 -4.892 7.574 0.794
Sb1 -3.157 6.223 0.590
S1 -1.345 4.594 0.396
P1 -1.899 7.259 2.478
O1 -2.521 8.919 2.624
Cl1 -2.283 6.391 4.359
P2 -4.366 4.581 2.017
O2 -5.187 5.372 3.380
I1 -2.609 3.010 2.871
H1 -3.100 10.108 -0.402
H2 -4.237 9.928 -1.597
H3 -5.806 9.459 -0.093
H4 -4.502 9.847 1.205
H5 -5.179 7.592 1.953
H6 -5.809 7.093 0.218
H7 -3.904 5.468 -0.799
H8 -2.292 7.259 -0.520
H9 -1.384 3.898 -0.849
H10 -2.817 9.037 3.578
H11 -6.182 5.378 3.227
O3 -0.401 -0.190 3.146
P3 1.015 -0.627 3.594
N2 1.667 0.917 3.273
C3 2.963 1.243 2.699
C4 1.368 1.893 4.324
N3 1.168 -1.671 2.236
C5 1.292 -1.117 0.890
C6 0.130 -2.712 2.204
N4 2.643 -1.129 4.109
C7 3.582 -1.916 3.312
C8 2.560 -1.723 5.448
H12 3.782 1.122 3.416
H13 2.979 2.286 2.358
H14 3.195 0.659 1.814
H15 2.018 1.753 5.189
H16 0.329 1.798 4.662
H17 1.478 2.922 3.960
H18 0.569 -0.322 0.697
H19 1.154 -1.888 0.121
H20 2.296 -0.737 0.714
H21 -0.823 -2.331 1.823
H22 -0.045 -3.112 3.208
H23 0.443 -3.553 1.574
H24 3.234 -2.939 3.141
H25 4.552 -1.978 3.821
H26 3.797 -1.449 2.347
H27 2.075 -2.705 5.414
H28 1.973 -1.079 6.111
H29 3.551 -1.830 5.904
O4 0.793 -2.409 -3.735
P4 0.501 -3.871 -4.152
N5 0.349 -4.376 -2.529
C9 0.805 -5.619 -1.928
C10 -0.946 -4.026 -1.940
N6 2.109 -4.072 -4.727
C11 3.230 -4.105 -3.790
C12 2.446 -3.128 -5.803
N7 0.166 -5.552 -4.631
C13 1.164 -6.531 -5.055
C14 -0.936 -5.563 -5.601
H30 0.160 -6.468 -2.181
H31 0.819 -5.534 -0.834
H32 1.825 -5.874 -2.200
H33 -1.727 -4.713 -2.270
H34 -1.244 -3.010 -2.227
H35 -0.905 -4.034 -0.845
H36 3.173 -3.310 -3.044
H37 4.192 -4.011 -4.307
H38 3.288 -5.066 -3.283
H39 2.693 -2.134 -5.416
H40 1.607 -3.021 -6.498
H41 3.299 -3.494 -6.387
H42 1.631 -6.268 -6.010
H43 0.701 -7.518 -5.175
H44 1.947 -6.674 -4.305
H45 -0.612 -5.165 -6.568
H46 -1.763 -4.943 -5.239
H47 -1.336 -6.573 -5.746

Atoms 1-6, force components in eV/Å:
N 0.17 2.06 0.36
C -2.07 1.38 0.61
C -2.01 1.08 0.89
Sb -1.38 1.47 -2.44
S 2.02 -1.58 -1.69
P 1.88 2.22 1.06

Löwdin population analysis, charges in e, atoms 1 to 5: N -0.089; C -0.394; C -0.462; Sb 0.297; S -0.095


[2]
The following is a DFT calculation (ωB97M-V with the def2-TZVPD basis set) of a molecular structure, H12Li5O10S in a non-equilibrium geometry.

Values from the calculation:
E_LUMO (Ha): -0.424
Net charge: +3
Strongest force on any atom (eV/A): 3.11
E (eV): -32509.07984

Positions of all 28 atoms, in Å:
Li1 -0.335 2.777 -0.079
Li2 1.403 -1.708 -1.892
Li3 -1.798 -0.100 2.978
Li4 0.956 2.103 2.884
Li5 0.337 1.010 -2.651
S1 0.244 0.126 0.409
O1 1.035 -0.936 -0.115
O2 1.072 0.846 1.357
O3 -0.115 1.011 -0.763
O4 -0.998 -0.348 1.042
O5 3.030 2.366 0.644
H1 2.518 1.576 0.815
H2 2.948 2.505 -0.299
O6 3.173 -1.298 1.998
H3 2.762 -1.296 1.133
H4 2.569 -0.804 2.552
O7 -2.009 3.159 -1.107
H5 -2.735 3.221 -0.487
H6 -2.335 3.578 -1.903
O8 -2.915 -0.647 -0.873
H7 -2.818 -0.174 -1.700
H8 -2.156 -0.381 -0.354
O9 -0.479 -2.567 -2.023
H9 -1.073 -2.597 -1.274
H10 -0.987 -2.933 -2.748
O10 -0.723 -3.083 0.879
H11 0.140 -3.260 0.505
H12 -0.713 -2.145 1.071

Atoms 1-6, force components in eV/Å:
Li -0.37 0.40 -0.80
Li -0.51 -1.18 0.56
Li -0.36 -0.83 -0.50
Li 1.09 -0.05 -0.09
Li -0.45 0.23 0.14
S -0.59 -0.90 -1.22

Löwdin population analysis, charges in e, atoms 1 to 5: Li 0.799; Li 0.843; Li 0.919; Li 0.897; Li 0.883